[1]
ORCA calculation (ωB97M-V with the def2-TZVPD basis set) on C18H37FeOP3S as an isolated structure in a non-equilibrium geometry.

The energy above the lowest of the compared OMol25 structures with the same formula, charge and spin comes out at 26.48 kJ/mol. The total energy is -94370.181 eV. The frontier orbital gap (alpha / beta) is 7.1 / 6.4 eV. As for the charge: +3. The multiplicity is 6. Its expectation value of S² is 8.79. Its HOMO energy (alpha / beta) is -17.73 / -17.98 eV.

Element x y z (Å)
C: -2.61745 -0.83062 1.71229
H: -3.28595 2.13849 0.71680
H: -0.00111 -1.40573 3.37511
H: -3.34332 -0.35463 1.04211
H: -2.27912 -4.46085 -2.47393
S: 1.91280 -1.78260 -1.55765
H: -2.63270 1.40878 3.66583
H: 0.27618 4.05377 0.08051
C: -0.56867 -0.49813 3.58743
H: -0.12710 2.78730 -2.71260
C: 3.05828 1.90746 0.01213
H: -0.12742 -1.04594 -3.22660
C: -1.14392 2.49498 -2.39970
H: 1.01299 3.23642 2.21241
H: 3.78522 0.23433 2.01984
C: 0.45348 -1.26927 0.80621
H: -1.11854 2.32955 3.40656
H: -0.95442 -6.61304 -2.72835
H: -1.38962 1.54759 -2.89957
O: 0.45389 -2.34109 1.31908
C: -1.92665 1.77748 2.91087
H: -3.27110 0.99199 -0.62692
C: 1.68205 0.04592 -2.71420
H: 0.14943 0.65395 -3.99919
H: 3.37257 1.17766 -0.74949
C: 2.74298 -0.11397 1.97306
H: -1.27904 4.62667 -0.55379
C: 0.34048 -0.04606 -3.18333
H: 0.04153 0.19479 4.16748
C: 1.61159 -4.45922 -2.02835
H: 3.89641 2.16684 0.67837
H: -1.15620 4.00499 1.10878
C: 1.69910 2.41523 2.45884
H: 0.68880 -1.20320 -1.22698
C: -1.18531 -4.48946 -2.35658
C: 0.94413 -5.68104 -2.24486
H: -3.10468 -1.06869 2.66772
C: -2.96409 2.00106 -0.32366
H: 2.71993 2.81722 2.56216
H: 2.69208 -1.07167 1.42959
H: -1.89277 3.25944 -2.66114
C: -0.45538 -5.68122 -2.45536
P: -1.21335 0.30145 2.05462
H: 1.94978 0.92380 -2.06079
H: -2.23733 -1.75915 1.25697
H: 1.52089 -6.61497 -2.30618
H: 1.38840 1.94241 3.40262
C: -0.80510 3.86481 0.07845
H: 2.66269 2.81384 -0.47530
H: -2.45517 2.45412 2.23501
C: -0.51307 -3.26703 -2.16115
C: 0.88991 -3.24576 -1.99279
P: -1.16064 2.17396 -0.60342
H: -1.08342 -2.33798 -2.20752
H: -1.43604 -0.76030 4.19745
H: 2.70447 -4.39322 -1.93869
P: 1.77850 1.18279 1.09655
H: -3.50297 2.73037 -0.95023
Fe: 0.00031 0.53287 0.12113
H: 2.45367 -0.13462 -3.52767
H: 2.34908 -0.26285 2.99003

Atomic partial charges in e from the natural (NBO) method, atoms 1 to 2:
1 C -0.93
2 H 0.25

=====

[2]
ORCA calculation (ωB97M-V with the def2-TZVPD basis set) on a 3-piece molecular cluster, C18H37NO12S overall in a non-equilibrium geometry.

The total energy is -56155.949 eV. The frontier orbital gap is 8.7 eV. Its HOMO energy is -9.39 eV.

Element x y z (Å)
O: -2.25834 3.17323 1.40487
H: 6.67434 0.21811 1.75715
C: -6.29290 -1.36392 -2.21874
H: -4.39183 -1.34226 1.23039
H: -7.15973 -2.53650 0.67123
H: -2.14795 0.85047 1.31735
H: -1.57202 3.71560 1.80300
H: -1.80685 -0.85428 1.29751
H: -5.87307 -3.32376 1.58211
H: -1.17633 -0.11005 5.26578
O: 7.61642 -0.58604 0.18638
H: 0.81169 -2.35487 -1.95277
H: -6.90368 -1.69960 -3.05703
O: 1.67096 4.19778 0.51093
H: -2.05230 4.52415 -0.17186
C: -5.56608 -2.54473 -1.59853
O: 0.90773 0.01530 0.17357
H: -2.19148 -0.32005 -1.11903
C: -0.52724 0.32445 0.02535
H: -5.57864 -0.62396 -2.58368
H: 0.42848 0.75134 2.43169
S: 1.69728 0.67937 -1.03840
H: 8.84195 1.65169 -0.97628
H: -1.36279 -2.37312 0.15789
N: 0.67910 3.83984 0.05218
H: -0.35827 -0.72521 3.01507
H: 5.07749 0.30842 -0.16800
H: -0.00697 -3.82269 -1.45923
C: -0.41630 1.80696 -0.37476
C: -1.12554 -0.56210 -1.07781
H: -6.95337 -0.86811 -1.50634
O: 0.50665 1.65438 -1.53188
C: -2.37078 3.50188 0.03024
H: -4.95295 -3.03441 -2.35551
O: -1.26197 1.06688 3.55536
H: 10.02949 0.43907 -0.50309
C: -0.53004 0.27157 2.60415
C: 7.00375 0.54984 0.77218
H: 9.63541 0.68498 -2.21551
C: -1.85042 0.34698 4.52938
C: -1.05456 -2.08115 -0.84515
H: 5.34450 1.90504 0.53765
H: -5.63766 -0.56063 0.27260
C: -5.23000 -1.53693 0.56006
H: 1.83035 -2.40205 -0.04689
H: -1.30053 3.08607 -1.77583
H: -6.28240 -3.29349 -1.24272
C: -6.27999 -2.35494 1.29033
H: -0.72469 -0.33960 -2.06395
C: -1.65513 2.51890 -0.91460
H: 8.55258 -1.37332 -1.39501
C: 9.22417 0.65621 -1.20609
C: 8.13915 -0.40416 -1.11508
H: -2.34328 1.76539 -1.28776
H: 7.74578 1.33969 0.94091
O: 0.35015 2.51286 0.56921
O: 2.82506 1.37708 -0.53461
H: 6.11169 1.47262 -0.98586
O: 1.05920 -2.97136 0.02744
H: 7.33378 -0.18698 -1.82621
C: -1.33541 0.12502 1.30234
H: -1.80179 -2.50032 -1.52312
C: 5.81740 1.08906 -0.00762
H: -3.43648 3.46037 -0.20017
H: -6.60789 -1.82630 2.18514
O: -4.66542 -2.19039 -0.56477
C: 0.25190 -2.80993 -1.13942
O: 1.90802 -0.23615 -2.11191
O: -3.03136 0.23277 4.63580

Atomic partial charges in e from the natural (NBO) method, atoms 1 to 2:
1 O -0.72
2 H 0.18

=====

[3]
ORCA calculation (ωB97M-V with the def2-TZVPD basis set) on C18H37O2P3Zr as an isolated structure in a non-equilibrium geometry.

The energy above the lowest of the compared OMol25 structures with the same formula, charge and spin comes out at 101.75 kJ/mol. The total energy is -52462.011 eV. The frontier orbital gap (alpha / beta) is 2.5 / 2.5 eV. As for the charge: +4. Its HOMO energy (alpha / beta) is -19.19 / -19.19 eV.

Element x y z (Å)
H: 1.67088 1.85411 -0.35161
C: -0.40909 -2.43430 -3.31909
H: 0.98294 3.24581 -1.26034
H: -2.11315 0.22867 -3.47070
H: 2.69166 1.28762 4.14819
H: -3.36745 0.91243 -0.42091
C: 1.35253 -1.90275 2.32413
H: -3.63892 -0.47666 -2.90668
H: 2.75006 -0.96623 -0.32187
P: -1.77670 -1.86045 -2.23285
H: 3.42972 -2.59059 0.05190
H: 0.89387 -0.92235 2.52818
H: -1.84240 1.38530 1.69325
C: 2.20372 4.65359 4.57355
H: 2.44064 -1.86998 2.47975
O: 0.99999 1.50084 2.07770
P: -0.20866 1.17117 -1.71084
C: 1.09738 3.86384 2.55401
H: 0.17344 -3.20826 -2.80066
H: 0.26268 -1.61032 -3.59754
H: -1.04053 3.35964 -2.33386
H: 1.75749 0.40658 -2.93036
P: 1.05144 -2.45965 0.62016
C: 2.31498 2.29633 3.97433
C: -2.25490 0.39695 1.44533
H: 0.56065 4.06898 1.62880
H: 0.90520 -2.63724 3.00497
H: -3.73239 -0.72821 0.25998
C: 1.20414 -4.27161 0.80911
H: -0.87042 -2.86315 -4.21903
H: -2.78466 -1.19898 -4.31352
H: 3.18895 3.15945 5.77140
C: 2.60771 3.34332 4.86187
C: 1.48610 2.54916 2.86081
H: 0.94912 -4.77328 -0.13482
H: -2.26001 2.44500 -1.40732
H: -2.01763 2.08735 -3.12216
H: -3.03231 -3.61151 -3.31944
C: -1.50668 2.37363 -2.20012
H: 0.15959 2.58090 0.18544
Zr: -0.90761 -0.79346 -0.05253
H: 2.48427 5.47487 5.24568
C: 0.90968 1.06928 -3.15215
C: 2.55644 -2.04963 -0.34847
H: -3.86024 -2.99571 -1.87264
H: -2.48460 -4.10625 -1.66622
C: -3.04894 0.13494 0.28238
C: -2.65917 -0.71146 -3.33800
O: -2.14632 -3.77439 1.05334
C: 0.75126 2.33302 -0.69911
H: 1.14272 5.94067 3.17460
H: 0.50706 -4.63491 1.57692
H: 1.31065 2.06847 -3.38129
H: -2.36448 -0.24408 2.32960
C: 1.44239 4.91399 3.42475
C: -1.77173 -2.74366 0.64214
H: 2.22789 -4.56530 1.10181
H: 0.39248 0.67176 -4.03297
C: -2.88704 -3.29085 -2.27800
H: 2.40643 -2.33726 -1.40365
H: 1.71986 0.85483 1.91465

Atomic partial charges in e from the natural (NBO) method, atoms 1 to 2:
1 H 0.24
2 C -0.91